Entry from the Open Molecules 2025 dataset: a 2-piece molecular cluster, C2H7N6S overall in a non-equilibrium geometry (ωB97M-V with the def2-TZVPD basis set).

XYZ file:
```
16
C2H7N6S | the Open Molecules 2025 dataset | ωB97M-V with the def2-TZVPD basis set
C -4.074 -0.146 0.135
C -1.653 -0.505 -0.024
N -3.824 1.164 0.425
N -3.926 2.276 0.381
N -2.955 -0.952 0.000
N 0.515 -1.081 -0.269
N -0.769 -1.388 -0.428
N 0.876 1.719 -0.520
S -5.667 -0.456 0.006
H -3.304 -1.885 -0.356
H 1.154 -1.750 -0.848
H 0.795 -0.023 -0.146
H -0.893 -2.362 -0.576
H 1.732 2.193 -0.498
H 0.263 1.919 0.291
H 0.355 1.963 -1.339
```

Charge: +1
Spin multiplicity: 3
HOMO energy (alpha / beta): -0.406 / -0.470 Ha
⟨S²⟩: 2.040
LUMO level (alpha / beta): -3.409 / -7.128 eV

Atom charges from the Löwdin analysis, given in e for atoms 1 to 4: atom 1 (C): -0.91, atom 2 (C): -0.05, atom 3 (N): -0.08, atom 4 (N): 0.28

---

Entry from the Open Molecules 2025 dataset: C42H41N6O2Sn as an isolated structure (ωB97M-V with the def2-TZVPD basis set).

XYZ file:
```
92
C42H41N6O2Sn | the Open Molecules 2025 dataset | ωB97M-V with the def2-TZVPD basis set
Sn -0.327 0.383 -0.160
C 1.501 3.213 0.439
N 0.252 2.715 -0.175
C -0.859 3.498 0.433
C 0.180 2.948 -1.614
C 1.030 3.806 -2.284
C 0.780 4.136 -3.607
C -0.348 3.632 -4.227
C -1.179 2.729 -3.579
C -0.899 2.317 -2.273
N -1.598 1.387 -1.501
C -2.673 0.581 -1.905
C -3.056 0.286 -3.213
C -4.105 -0.582 -3.471
C -4.763 -1.222 -2.438
C -4.381 -0.965 -1.129
C -3.370 -0.059 -0.857
N -2.999 0.313 0.485
C -3.708 1.555 0.834
C -3.282 -0.708 1.496
H 1.550 4.297 0.325
H 2.363 2.767 -0.037
H 1.477 2.989 1.499
H -0.660 4.559 0.274
H -0.901 3.295 1.498
H -1.795 3.238 -0.044
H 1.893 4.223 -1.787
H 1.448 4.803 -4.133
H -0.593 3.937 -5.236
H -2.070 2.396 -4.081
H -2.504 0.685 -4.047
H -4.381 -0.785 -4.498
H -5.566 -1.917 -2.641
H -4.897 -1.459 -0.317
H -4.768 1.349 1.020
H -3.636 2.261 0.014
H -3.277 1.998 1.728
H -4.356 -0.808 1.684
H -2.797 -0.424 2.430
H -2.883 -1.670 1.182
N 0.020 -1.044 -2.157
C -0.833 -2.180 -2.340
C -1.378 -2.478 -3.577
C -2.220 -3.567 -3.725
C -2.520 -4.353 -2.624
C -1.954 -4.059 -1.396
C -1.084 -2.979 -1.232
C -0.419 -2.792 0.089
C 0.027 -3.979 0.683
C 0.526 -4.030 1.972
C 0.556 -2.868 2.717
C 0.166 -1.673 2.129
C -0.273 -1.587 0.813
H 0.045 -0.457 -2.986
H 0.975 -1.332 -1.956
H -1.139 -1.852 -4.428
H -2.643 -3.794 -4.695
H -3.189 -5.197 -2.720
H -2.190 -4.678 -0.540
H -0.023 -4.889 0.100
H 0.871 -4.968 2.384
H 0.903 -2.870 3.742
H 0.225 -0.787 2.727
O 3.313 1.451 -1.375
C 2.950 0.450 -0.799
O 1.691 0.167 -0.518
C 3.915 -0.613 -0.359
C 5.263 -0.449 -0.665
C 6.186 -1.402 -0.268
C 5.768 -2.520 0.442
C 4.424 -2.688 0.748
C 3.497 -1.740 0.345
H 5.568 0.433 -1.213
H 7.233 -1.274 -0.510
H 6.490 -3.263 0.754
H 4.097 -3.560 1.299
H 2.448 -1.874 0.575
N -0.320 1.754 4.791
C -0.875 1.678 3.560
N -0.015 1.394 2.616
C 1.210 1.262 3.283
C 2.470 0.924 2.788
C 3.510 0.842 3.689
C 3.316 1.092 5.058
C 2.075 1.417 5.565
C 1.031 1.490 4.648
H -0.806 1.977 5.643
H -1.927 1.853 3.412
H 2.619 0.715 1.739
H 4.497 0.577 3.334
H 4.159 1.021 5.730
H 1.925 1.601 6.620
```

Relative energy (zero: lowest compared OMol25 entry of this formula, charge and spin): 0.00 kcal per mole
Charge: +1
HOMO energy: -0.368 Ha
LUMO level: -2.683 eV

Atom charges from the Löwdin analysis, given in e for atoms 1 to 4: atom 1 (Sn): 1.50, atom 2 (C): -0.05, atom 3 (N): -0.23, atom 4 (C): -0.04

---

Entry from the Open Molecules 2025 dataset: a 9-piece molecular cluster, C13H44O13 overall in a non-equilibrium geometry (ωB97M-V with the def2-TZVPD basis set).

XYZ file:
```
70
C13H44O13 | the Open Molecules 2025 dataset | ωB97M-V with the def2-TZVPD basis set
O 4.049 1.208 3.635
C 3.833 0.209 4.661
C 5.159 -0.498 4.895
O 5.735 -0.927 3.729
H 3.284 1.280 2.988
H 3.514 0.660 5.584
H 3.068 -0.639 4.367
H 5.066 -1.357 5.573
H 5.807 0.142 5.501
H 5.939 -0.214 3.113
O 0.391 -4.747 -0.837
C -0.722 -3.877 -0.621
C -0.973 -3.668 0.836
O 0.039 -2.865 1.431
H 1.232 -4.310 -1.029
H -0.547 -2.876 -1.034
H -1.594 -4.335 -1.104
H -1.018 -4.649 1.299
H -1.985 -3.251 0.910
H 0.893 -3.252 1.150
O -4.131 1.737 -0.821
C -4.812 0.575 -1.314
C -6.249 0.564 -0.681
O -6.100 0.978 0.688
H -4.384 1.871 0.126
H -4.942 0.675 -2.371
H -4.332 -0.339 -1.053
H -6.664 -0.411 -0.740
H -6.919 1.274 -1.152
H -6.305 0.183 1.173
O -1.906 -0.728 -0.183
C -1.350 0.514 0.345
C 0.141 0.598 0.008
O 0.999 -0.344 0.843
H -1.801 -0.634 -1.154
H -1.894 1.414 -0.043
H -1.414 0.513 1.441
H 0.551 1.576 0.059
H 0.306 0.304 -1.079
H 0.424 -1.153 0.890
C -1.853 0.110 -4.396
O -1.862 0.105 -2.943
H -2.823 0.224 -4.894
H -1.212 0.900 -4.800
H -1.441 -0.827 -4.787
H -1.588 1.002 -2.694
C 3.940 -3.080 0.374
O 2.612 -2.875 0.034
H 4.205 -4.105 0.522
H 4.615 -2.847 -0.472
H 4.282 -2.536 1.289
H 2.458 -1.917 -0.011
C -0.116 -0.197 4.952
O -0.021 0.363 3.680
H 0.934 -0.524 5.322
H -0.311 0.628 5.640
H -0.789 -1.020 5.126
H 0.020 -0.251 2.929
C -1.759 4.165 -2.798
O -2.036 2.862 -2.247
H -0.764 3.973 -3.365
H -2.571 4.535 -3.475
H -1.512 4.864 -1.936
H -2.735 2.877 -1.543
C 3.312 4.124 -4.839
O 3.082 2.893 -5.585
H 4.097 3.932 -4.161
H 3.773 4.809 -5.568
H 2.432 4.504 -4.321
H 3.247 2.109 -5.061
```

Relative energy (zero: lowest compared OMol25 entry of this formula, charge and spin): 14.40 kcal per mole
HOMO energy: -0.360 Ha
SMILES string: OCCO.OCCO.OCCO.OCCO.CO.CO.CO.CO.CO
LUMO level: 0.319 eV

Atom charges from the Löwdin analysis, given in e for atoms 1 to 4: atom 1 (O): -0.10, atom 2 (C): -0.23, atom 3 (C): -0.31, atom 4 (O): -0.05

---

Entry from the Open Molecules 2025 dataset: a 2-piece molecular cluster, C3H11NO2 overall in a non-equilibrium geometry (ωB97M-V with the def2-TZVPD basis set).

XYZ file:
```
17
C3H11NO2 | the Open Molecules 2025 dataset | ωB97M-V with the def2-TZVPD basis set
C -1.259 -0.357 0.663
C 0.092 0.270 0.412
O 0.132 0.569 -1.018
C 1.270 -0.677 0.713
N 2.512 0.040 0.889
H -1.971 0.400 0.961
H -1.631 -0.840 -0.233
H -1.279 -1.122 1.440
H 0.181 1.212 0.943
H 0.916 1.112 -1.158
H 1.079 -1.304 1.589
H 1.206 -1.378 -0.135
H 2.775 0.569 0.068
H 3.246 -0.566 1.232
O -2.803 0.819 -2.181
H -2.448 -0.072 -2.282
H -2.019 1.324 -1.906
```

Relative energy (zero: lowest compared OMol25 entry of this formula, charge and spin): 8.14 kcal per mole
HOMO energy: -0.348 Ha
SMILES string: C[C@H](O)CN.O
LUMO level: 0.729 eV

Atom charges from the Löwdin analysis, given in e for atoms 1 to 4: atom 1 (C): -0.05, atom 2 (C): -0.40, atom 3 (O): -0.07, atom 4 (C): -0.26

---

Number 1: calculated total energy -806.682160 Eh. Number 2: calculated total energy -2318.249752 Eh. Number 3: calculated total energy -1499.636484 Eh. Number 4: calculated total energy -326.118503 Eh.